24
Properties=species:S:1:pos:R:3:forces:R:3:mulliken_charge:R:1 method="wB97M-V/def2-TZVPD" lumo_ev="-5.49 / -5.17" largest_force_ev_per_a=3.8 de_lowest_kcal_mol=197.9 homo_energy_ev="-10.25 / -10.59" total_charge=+1 total_energy_ev=-11035.2379
C -3.928535 0.907904 -0.562567 -1.08 -2.09 -1.85 -0.65
C -4.397142 -0.574424 -0.372843 1.59 1.71 0.03 -0.05
C -0.785175 0.440109 0.782755 -2.21 0.25 -0.51 -0.60
C -1.981928 -0.485684 0.542715 0.77 -1.00 -0.44 -0.28
C 0.539482 -0.045023 0.400056 -1.17 1.24 -0.86 0.26
C 2.501173 1.326209 -0.272295 -0.31 -1.66 -0.43 -0.53
C 1.245079 -1.090424 0.375656 1.68 -3.22 1.06 -0.42
C 3.331503 0.071090 -0.266751 -0.84 -0.02 -0.71 -0.65
C 2.564690 -1.249368 -0.345479 -1.55 -1.25 -0.50 -0.47
N -3.155901 -0.220863 -0.063899 -0.23 -1.07 -0.23 0.02
H -3.838821 1.363149 -1.590792 0.56 -0.95 1.02 0.25
H -5.131269 -1.435784 -0.424514 1.36 1.41 0.27 0.35
H -0.982806 1.508214 0.593667 0.21 -0.48 -0.04 0.41
H -0.605182 0.339477 1.820996 -0.22 0.41 1.78 0.38
H -1.784084 -1.561691 0.770739 -0.47 1.08 -0.21 0.29
H 2.530346 1.755117 -1.260448 -0.67 0.69 0.00 0.30
H 2.552169 1.960061 0.594630 0.25 0.45 0.02 0.40
H 1.332475 0.877221 -0.049630 0.39 0.94 -0.63 -0.05
H -4.099204 1.613016 0.178264 -0.74 1.27 1.41 0.31
H 0.972599 -1.984202 0.986668 -0.32 0.70 -0.68 0.37
H 3.906377 0.071486 0.595218 1.28 -0.20 1.63 0.31
H 3.956827 0.058254 -1.133466 0.69 0.29 -0.47 0.37
H 2.184843 -1.484933 -1.401783 1.19 0.14 1.20 0.26
H 3.072483 -2.158920 0.103105 -0.18 1.34 -0.87 0.40

=====

27
Properties=species:S:1:pos:R:3:forces:R:3:mulliken_charge:R:1 method="wB97M-V/def2-TZVPD" lumo_ev=0.75 largest_force_ev_per_a=5.6 de_lowest_kcal_mol=64.0 homo_energy_ev=-7.80 total_charge=0 total_energy_ev=-16633.3043
C -0.106648 1.688000 1.631156 0.00 -0.13 1.01 -1.07
C 0.754183 0.707956 1.042553 -0.07 0.46 0.27 1.18
C -1.364824 1.485247 1.139138 -0.98 1.51 2.03 0.36
C -0.068635 0.080888 0.099378 3.02 -2.67 -1.86 -0.54
C 0.862463 -0.664449 -2.481557 -0.33 1.31 2.55 0.57
C 2.235527 0.607294 1.389794 -0.94 -0.95 -3.67 -1.51
C -2.647713 2.101126 1.604500 -0.92 -3.31 -4.45 -1.28
C 0.965699 -2.331062 -0.518298 -0.69 -1.26 -4.10 -1.31
C 0.114125 -1.261698 -1.288108 0.74 1.80 4.21 0.77
N -1.306428 0.539537 0.238179 -0.74 -1.92 -2.41 0.01
N -1.188702 -1.565131 -1.675138 -0.76 1.95 -2.37 -0.52
O 1.900195 0.112504 -2.090546 -0.18 -0.65 -1.13 -0.53
O 0.414111 -0.764903 -3.572013 0.60 -0.01 -1.55 -0.57
H 0.066960 2.354589 2.485416 0.28 -0.32 -0.54 0.33
H 2.704714 1.378740 0.814220 0.63 0.85 -0.10 0.34
H 2.572953 0.687199 2.369660 -0.05 0.01 1.88 0.45
H 2.652771 -0.292563 0.907381 -0.05 -0.07 0.57 0.30
H -2.338722 2.979187 1.964847 0.13 3.74 1.50 0.45
H -3.327755 2.120305 0.661613 0.92 0.76 1.60 0.27
H -3.187185 1.489001 2.274796 -0.36 -0.55 1.17 0.26
H 0.761948 -2.504404 0.493743 -0.61 0.00 1.28 0.28
H 0.719285 -3.228414 -1.164119 0.20 0.20 1.14 0.47
H 2.040196 -2.284176 -0.691927 0.02 0.74 0.18 0.31
H -2.010944 0.017355 -0.269591 -0.40 0.50 0.02 0.29
H -1.628736 -2.429621 -1.554906 -0.06 -1.55 0.66 0.20
H -1.370534 -1.236012 -2.674366 0.45 -0.64 1.89 0.22
H 1.781699 0.213506 -1.135803 0.15 0.22 0.22 0.26

=====

29
Properties=species:S:1:pos:R:3:forces:R:3:mulliken_charge:R:1 method="wB97M-V/def2-TZVPD" lumo_ev=0.25 largest_force_ev_per_a=1.1 de_lowest_kcal_mol=0.0 smiles="CCN(CC)S(=O)(=O)c1ccc(=O)[nH]c1" homo_energy_ev=-8.87 total_charge=0 total_energy_ev=-29517.7878
C 1.669099 2.087152 0.281077 -0.02 -0.10 0.27 -1.10
C 1.158033 1.506596 1.598997 -0.05 0.61 -0.11 -0.50
N 0.739074 0.130685 1.513647 -1.00 -0.21 0.43 0.18
C 1.697658 -0.938757 1.384806 0.15 -0.62 -0.26 -0.73
C 1.972942 -1.351295 -0.061094 0.06 0.05 0.26 -0.74
S -0.858168 -0.249715 1.635879 0.07 -0.03 -0.55 1.28
O -0.974172 -1.579139 2.160338 0.18 -0.12 -0.20 -0.72
O -1.534847 0.830304 2.289072 0.08 0.18 -0.22 -0.72
C -1.441543 -0.305956 -0.055999 0.10 -0.46 0.83 -0.05
C -1.685559 0.885366 -0.776219 -0.11 0.07 -0.34 -0.44
C -2.095471 0.829248 -2.065937 0.08 0.21 0.22 -0.69
C -2.305154 -0.431811 -2.743426 0.05 -0.16 0.02 0.06
O -2.656424 -0.589563 -3.893524 -0.10 0.04 -0.27 -0.65
N -2.066937 -1.554951 -1.938233 -0.04 -0.16 -0.07 -0.03
C -1.657057 -1.502771 -0.656361 0.09 0.18 0.48 -0.12
H 2.631541 1.657963 0.014843 0.09 -0.01 -0.11 0.30
H 0.964469 1.892999 -0.523891 -0.04 0.01 -0.11 0.32
H 1.793800 3.161975 0.384698 0.06 0.12 -0.03 0.38
H 0.279617 2.057083 1.938576 0.25 0.14 0.06 0.33
H 1.936293 1.598939 2.366390 -0.13 -0.04 0.00 0.34
H 1.285468 -1.790898 1.929885 0.30 0.03 0.02 0.39
H 2.628016 -0.630094 1.870445 -0.12 0.04 0.06 0.35
H 2.682002 -2.175265 -0.072398 0.07 -0.10 -0.07 0.40
H 1.054012 -1.676591 -0.541710 -0.02 -0.05 -0.09 0.12
H 2.389156 -0.528430 -0.634696 0.03 0.06 -0.10 0.21
H -1.555733 1.824091 -0.259961 -0.02 0.21 -0.05 0.62
H -2.295230 1.718413 -2.642519 -0.02 0.05 -0.04 0.42
H -2.241267 -2.448126 -2.385257 0.04 0.18 0.06 0.24
H -1.513618 -2.427452 -0.117430 -0.02 -0.12 -0.07 0.55

=====

26
Properties=species:S:1:pos:R:3:forces:R:3:mulliken_charge:R:1 method="wB97M-V/def2-TZVPD" lumo_ev=0.69 largest_force_ev_per_a=4.0 de_lowest_kcal_mol=71.5 homo_energy_ev=-8.85 total_charge=0 total_energy_ev=-23372.9616
C -0.895685 -0.287546 -0.858148 0.80 -0.91 0.12 -0.63
C -0.689405 1.258283 0.949526 -0.16 0.35 -0.69 -0.68
C 0.463729 -0.640411 -0.759056 1.25 0.67 -0.45 0.99
C 0.646100 1.048149 1.064286 1.08 -3.81 0.23 -0.76
C -1.465485 0.594382 -0.003416 -0.80 1.10 1.17 0.55
C 1.238432 0.006519 0.212113 -1.14 1.75 0.80 0.41
C 1.189300 -1.619116 -1.694998 -1.77 1.31 -0.49 -1.80
C -3.285590 -0.549848 1.120422 0.22 -0.79 -0.77 -1.02
C -2.967011 0.610992 0.205678 -0.27 2.43 -0.38 -0.75
N 3.313945 0.754498 1.540540 0.26 0.07 0.08 -0.60
N 3.344510 0.651774 -1.161813 -0.73 0.49 -0.96 -0.56
S 3.038592 -0.189154 0.346585 -1.18 0.49 -1.27 0.26
H -1.595118 -0.838626 -1.446272 -0.01 -0.50 -0.84 0.41
H -1.141893 1.931910 1.643053 -0.49 0.22 0.45 0.35
H 1.795248 -1.092371 -2.449359 -0.52 -0.03 0.13 0.23
H 1.063279 1.109786 2.076829 0.55 1.15 -0.83 0.28
H 1.889033 -2.093134 -1.066126 0.70 -1.44 0.37 0.49
H 0.444297 -2.250612 -2.219709 0.75 -0.03 0.47 0.39
H -3.058883 -1.464266 0.532975 -0.48 0.14 0.71 0.31
H -4.291519 -0.509500 1.502321 -0.55 -0.29 -0.15 0.37
H -2.634201 -0.542803 1.992555 0.19 0.07 -0.05 0.33
H -3.258340 1.575578 0.784123 0.45 -1.33 -1.26 0.29
H -3.474171 0.636492 -0.822182 0.30 -0.33 1.62 0.33
H 4.231812 0.501660 1.878194 0.30 -0.03 0.26 0.24
H 2.597531 1.393365 -1.394223 1.52 -1.66 0.50 0.32
H 3.501500 0.004001 -1.973906 -0.26 0.92 1.24 0.27

=====

30
Properties=species:S:1:pos:R:3:forces:R:3:mulliken_charge:R:1 method="wB97M-V/def2-TZVPD" lumo_ev=0.58 largest_force_ev_per_a=2.4 de_lowest_kcal_mol=20.9 smiles="C[C@H](NC(=O)[C@@H](N)Cc1c[nH]cn1)C(=O)O" homo_energy_ev=-9.29 total_charge=0 total_energy_ev=-21663.7934
C 3.001117 0.198042 1.382294 -0.32 1.14 -0.13 -1.46
C 1.549329 0.506142 1.840310 -0.16 -0.37 0.27 0.43
N 0.591798 -0.570615 1.626879 -0.05 0.03 -0.21 -0.15
C 0.336705 -1.364519 0.536860 1.21 0.23 0.58 0.22
O -0.011555 -2.495192 0.783650 -0.77 -0.98 -0.72 -0.68
C 0.621386 -0.862575 -0.864621 -1.28 0.25 -0.58 0.38
N 1.724028 -1.586296 -1.520561 -0.26 -0.41 0.64 -0.72
C -0.719129 -0.994026 -1.691817 1.56 -0.64 -0.29 -1.21
C -1.820741 -0.091276 -1.302678 0.70 -0.21 1.04 0.55
C -2.736454 0.488215 -2.098811 -2.19 0.48 0.85 -0.68
N -3.629582 1.134810 -1.194767 0.60 -0.18 -1.60 -0.08
C -3.097853 1.017232 0.017862 0.03 -0.45 0.80 -0.26
N -2.025926 0.244108 0.040600 -0.65 0.85 -0.87 -0.46
C 1.030217 1.875097 1.352463 1.64 -0.59 0.65 0.41
O 1.797669 2.796055 1.393408 0.25 0.67 -0.12 -0.63
O -0.204150 2.010340 0.979924 -1.51 -0.40 -0.35 -0.51
H 3.289155 -0.787873 1.688430 0.07 -0.57 0.35 0.44
H 3.704481 0.933957 1.814784 -0.45 -0.36 -0.23 0.37
H 3.109835 0.249060 0.295507 -0.11 0.12 0.05 0.29
H 1.573544 0.590546 2.945941 0.04 0.21 -0.55 0.40
H 0.373450 -1.163441 2.407150 0.12 0.18 0.61 0.24
H 0.869027 0.195653 -0.805953 0.22 0.11 -0.14 0.37
H 1.472417 -2.585867 -1.619472 0.09 0.78 0.16 0.33
H 2.516325 -1.565588 -0.865373 -0.26 -0.11 -0.53 0.28
H -0.999357 -2.064325 -1.594828 -0.09 0.57 -0.17 0.32
H -0.483506 -0.766096 -2.740781 0.10 -0.36 0.20 0.34
H -2.997920 0.484006 -3.141814 0.34 -0.23 -0.07 0.42
H -4.575809 1.436419 -1.406013 0.59 0.21 0.04 0.23
H -3.519526 1.576719 0.838786 0.06 -0.33 0.27 0.43
H -0.738978 1.161289 0.902640 0.48 0.38 0.06 0.41

=====

28
Properties=species:S:1:pos:R:3:forces:R:3:mulliken_charge:R:1 method="wB97M-V/def2-TZVPD" lumo_ev="-4.64 / -4.64" largest_force_ev_per_a=5.2 de_lowest_kcal_mol=144.6 homo_energy_ev="-11.87 / -11.87" total_charge=+1 total_energy_ev=-16998.8110
C -0.155943 -0.472072 3.823503 -0.49 -0.37 2.16 -0.24
N -0.576202 0.032867 2.781027 -0.06 0.13 -0.86 -0.09
C -1.473116 0.463602 1.946270 0.86 0.41 0.48 0.29
C -1.501762 0.317663 0.562097 -1.12 -0.80 -1.19 -0.27
N -2.424392 1.124526 -0.051801 1.12 -0.71 0.09 -0.24
N -2.667017 1.067990 -1.331190 -0.95 0.02 2.22 -0.49
C -1.829117 0.654101 -2.242851 0.17 -1.21 -3.21 -0.01
N -0.560205 0.739969 -2.249349 -0.26 0.46 0.84 -0.09
C 0.550771 0.898097 -1.688534 0.64 1.29 -1.33 0.90
C 1.293771 2.210197 -1.801759 1.42 -2.78 -1.22 -1.57
C 1.261963 -0.293461 -1.242339 1.68 3.05 3.90 -1.13
C 0.663936 -0.851795 0.083343 -1.97 0.65 -0.64 0.38
C 1.172884 -2.244368 0.355535 -0.14 -1.46 1.77 -1.50
N -0.847555 -0.831312 0.061155 1.69 0.59 1.04 -0.36
H 0.744930 -0.165862 4.356955 0.34 0.21 -0.76 0.26
H -0.762479 -1.126382 4.470540 -0.01 -0.33 -0.75 0.28
H -2.116545 1.147576 2.420926 -0.92 1.14 0.16 0.53
H -2.209250 0.256240 -3.222360 -0.28 0.69 1.07 0.36
H 2.110273 2.033608 -2.584131 -1.38 0.30 0.31 0.36
H 1.974867 2.292235 -0.981951 -0.23 0.80 1.15 0.44
H 0.605283 2.948933 -2.076862 -0.39 1.57 -0.06 0.40
H 1.255540 -0.944281 -2.018768 0.34 -2.36 -2.10 0.48
H 2.264783 0.187175 -1.006345 -0.53 -1.70 -0.34 0.39
H 0.754395 -0.085416 0.861363 1.33 -0.45 0.01 0.46
H 1.010720 -2.569424 1.417932 0.46 0.82 -0.51 0.31
H 2.225995 -2.484852 0.103145 -0.68 0.51 -0.04 0.38
H 0.509045 -3.006299 -0.068380 0.21 0.33 -0.83 0.36
H -1.275572 -1.299255 -0.677168 -0.86 -0.81 -1.36 0.39

=====

30
Properties=species:S:1:pos:R:3:forces:R:3:mulliken_charge:R:1 method="wB97M-V/def2-TZVPD" lumo_ev=0.42 largest_force_ev_per_a=4.3 de_lowest_kcal_mol=0.0 smiles=CCCn1nnnc1CSc1nccn1C homo_energy_ev=-8.86 total_charge=0 total_energy_ev=-29333.5458
C 4.703429 -0.099294 -0.230008 1.58 -0.81 -0.20 -1.14
C 3.654739 -1.021537 0.409541 0.82 -0.97 -1.56 -0.43
C 2.486652 -0.396130 1.052972 -0.57 0.71 0.57 -0.91
N 1.710521 0.400760 0.184938 -1.94 2.48 -2.90 1.03
N 1.924899 1.786877 0.066538 0.39 -1.97 0.43 -0.17
N 1.211357 2.210453 -0.876150 -1.28 -1.28 -0.56 -0.52
N 0.435687 1.185546 -1.434191 0.91 -0.82 1.08 -0.35
C 0.770864 0.064221 -0.769560 0.88 1.81 1.03 0.13
C 0.207566 -1.325854 -0.932091 0.83 0.60 -2.21 -0.74
S -0.978761 -1.881559 0.303554 0.14 0.71 0.28 -0.17
C -2.194347 -0.643950 0.048364 -2.17 0.02 -0.16 0.26
N -3.208774 -0.862535 -0.804865 1.32 1.05 0.29 -0.54
C -4.031925 0.244946 -0.729268 -0.15 -1.23 0.80 -0.73
C -3.577954 1.013201 0.316490 -2.47 3.23 1.09 0.11
N -2.447860 0.517614 0.819908 0.74 -3.21 -1.78 0.30
C -1.505441 1.194910 1.616896 3.09 1.35 1.12 -0.50
H 4.274868 0.449159 -1.062925 -0.01 -0.30 -0.47 0.31
H 5.084105 0.735535 0.394058 -0.10 -0.83 0.19 0.32
H 5.613319 -0.780871 -0.588170 -1.93 1.71 0.64 0.30
H 4.080718 -1.669939 1.139931 0.70 -0.39 0.74 0.45
H 3.335491 -1.739486 -0.374986 -0.05 0.41 0.22 0.17
H 2.830714 0.353059 1.752925 0.05 -0.27 0.90 0.45
H 1.767147 -1.105045 1.458802 0.40 -0.23 0.58 0.35
H 1.060561 -2.052071 -0.986559 -0.85 0.47 0.16 0.28
H -0.256110 -1.261652 -1.962714 0.24 -0.52 1.17 0.47
H -4.974440 0.255508 -1.309022 0.89 0.33 0.58 0.35
H -4.030648 1.920206 0.896437 0.83 -1.69 -1.66 0.31
H -0.468063 0.590207 1.613233 -2.58 1.27 0.21 -0.04
H -1.271756 2.186543 1.068591 -0.24 -1.35 1.31 0.32
H -1.848036 1.369702 2.710281 0.53 -0.28 -1.91 0.30

=====

30
Properties=species:S:1:pos:R:3:forces:R:3:mulliken_charge:R:1 method="wB97M-V/def2-TZVPD" lumo_ev=3.23 largest_force_ev_per_a=2.1 de_lowest_kcal_mol=26.3 homo_energy_ev=-3.97 total_charge=-1 total_energy_ev=-24767.9075
Pd -0.716714 -0.231636 -0.874583 -0.86 -1.74 -0.48 -0.18
O -1.687509 2.313264 0.100954 -0.17 0.50 0.28 -0.50
C -2.029132 1.299660 -0.767550 -0.02 0.87 -0.09 0.65
O -2.662743 0.302639 -0.327543 -0.67 -0.49 0.24 -0.75
C -2.198723 1.829634 -2.191748 0.02 0.09 0.01 -0.47
O -1.187224 1.372546 -3.064645 -0.03 0.42 -0.41 -0.44
C 0.104833 1.911353 -2.774373 0.09 -0.28 0.22 -0.44
C 0.824527 1.156717 -1.592789 0.58 1.94 -0.52 0.66
O 1.074937 1.800410 -0.549724 0.49 0.34 0.16 -0.67
O 1.246059 0.000608 -1.880728 0.05 -0.71 -0.21 -0.68
H -1.583716 1.939337 0.989124 -0.01 -0.08 -0.33 0.37
H -3.143412 1.454736 -2.602163 0.17 0.07 0.15 0.28
H -2.206515 2.930955 -2.154428 -0.03 -0.16 -0.05 0.35
H 0.691342 1.753033 -3.684817 -0.05 0.03 0.14 0.29
H 0.033721 2.985889 -2.552955 -0.04 -0.17 0.06 0.32
C 0.130978 -0.298111 2.045042 0.03 0.10 -0.13 -1.45
C 0.791409 -1.544249 1.436283 0.24 0.30 0.44 2.40
C 2.255600 -1.227928 1.116227 -0.07 0.07 -0.14 -1.57
C 0.674066 -2.748938 2.381000 -0.06 0.08 -0.22 -1.84
C 0.126418 -1.884082 0.160114 0.28 -0.78 0.40 0.03
N -0.227469 -2.558681 -0.724095 -0.13 -0.12 -0.04 -0.70
H 0.571757 -0.073864 3.018059 0.08 -0.08 0.08 0.52
H -0.941512 -0.470241 2.173784 0.05 0.12 -0.01 0.38
H 0.305503 0.560567 1.375910 -0.08 -0.22 0.25 0.17
H 2.775919 -0.965910 2.036553 0.05 0.03 0.11 0.43
H 2.297551 -0.391952 0.417536 0.04 0.03 0.00 0.30
H 2.746370 -2.082312 0.655257 0.06 -0.12 -0.01 0.36
H 1.256989 -2.571697 3.284224 0.02 0.07 0.07 0.42
H 1.043890 -3.651371 1.897127 0.04 -0.05 -0.01 0.38
H -0.367201 -2.910377 2.654947 -0.07 -0.05 0.06 0.40

=====

24
Properties=species:S:1:pos:R:3:forces:R:3:lowdin_spin:R:1 method="wB97M-V/def2-TZVPD" s_squared=0.761 lumo_ev="3.53 / 3.48" largest_force_ev_per_a=1.1 de_lowest_kcal_mol=12.2 spin_multiplicity=2 homo_energy_ev="0.83 / -3.26" total_charge=-1 total_energy_ev=-11605.7894
C 1.883106 1.745041 -2.378353 0.77 0.44 -0.53 0.03
C 1.152585 -0.255151 -0.997055 0.12 0.21 -0.04 0.24
C 1.745313 1.063061 -1.060276 -0.22 -0.53 0.62 0.12
C 0.831249 -0.764604 0.282521 -0.03 -0.52 -0.49 0.07
C 1.996395 1.714159 0.127934 0.26 0.65 -0.83 0.06
C 1.164229 -0.135482 1.443887 -0.11 0.37 0.40 0.11
C 1.797715 1.163089 1.408512 -0.27 -0.63 0.19 0.25
H 1.020842 -0.886316 -1.866476 -0.04 0.15 -0.18 0.04
H 0.300946 -1.717524 0.298436 0.10 -0.01 0.22 0.00
H 2.308268 1.104662 -3.164940 -0.43 -0.33 0.11 0.01
H 2.604368 2.580767 -2.403653 -0.32 0.01 0.54 0.00
H 2.300728 2.754221 -0.017022 0.24 -0.06 0.42 0.00
H 0.862290 -0.585720 2.388188 0.11 0.06 0.02 0.01
H 2.121944 1.630140 2.330756 -0.04 0.20 -0.15 0.03
H 0.924166 2.138686 -2.721528 -0.18 -0.06 -0.28 0.01
C -2.992743 -0.778329 0.602545 0.79 -0.28 -0.65 0.00
C -2.638157 -1.989847 1.440734 -0.49 -0.05 0.41 0.00
O -3.275998 -1.072301 -0.773622 -0.57 -0.06 0.20 0.01
H -3.869063 -0.305861 1.039657 -0.10 0.21 -0.15 0.00
H -2.140578 -0.102860 0.571439 -0.01 0.32 0.42 0.00
H -2.779889 -1.694764 2.483238 0.21 -0.11 0.09 0.00
H -2.944126 -1.946241 -0.978564 0.22 -0.10 -0.01 0.00
H -1.617813 -2.362757 1.335097 -0.10 0.16 -0.24 0.00
H -3.361058 -2.794021 1.264034 0.09 -0.06 -0.07 0.00